Entry from the Open Molecules 2025 dataset: a single C23H30N4OS molecule in a non-equilibrium geometry (ωB97M-V with the def2-TZVPD basis set).

Each line ends with the natural charge from an NBO analysis.
CARTESIAN COORDINATES (ANGSTROEM)
C  3.07  -2.89  1.21  -0.592
C  2.58  -2.72  -0.23  -0.101
C  1.49  -3.77  -0.48  -0.604
C  3.74  -2.98  -1.20  -0.594
C  2.08  -1.30  -0.45  0.129
C  0.81  -1.03  -0.92  -0.334
C  0.40  0.28  -1.13  0.245
N  -0.88  0.61  -1.61  -0.626
C  -1.97  -0.19  -1.70  0.695
O  -1.98  -1.38  -1.44  -0.633
C  -3.22  0.54  -2.17  -0.527
C  -4.46  -0.15  -1.64  -0.487
S  -4.60  -0.11  0.20  0.235
C  -3.11  0.67  0.66  0.101
N  -2.77  1.91  0.45  -0.259
N  -1.56  2.13  0.95  -0.310
C  -1.14  1.00  1.50  0.297
C  0.06  0.67  2.16  -0.211
C  0.23  -0.62  2.57  -0.188
C  -0.77  -1.59  2.35  -0.252
C  -1.93  -1.26  1.73  0.039
N  -2.11  0.02  1.34  -0.350
C  1.27  1.33  -0.87  -0.313
C  2.56  1.09  -0.41  0.119
C  3.49  2.27  -0.15  -0.100
C  4.89  1.84  0.28  -0.604
C  3.62  3.09  -1.44  -0.594
C  2.89  3.14  0.97  -0.597
C  2.94  -0.23  -0.20  -0.318
H  3.87  -2.18  1.45  0.206
H  3.46  -3.89  1.36  0.208
H  2.25  -2.72  1.91  0.202
H  1.16  -3.75  -1.51  0.214
H  0.64  -3.60  0.17  0.212
H  1.89  -4.76  -0.27  0.210
H  3.40  -2.84  -2.23  0.213
H  4.57  -2.31  -1.02  0.206
H  4.09  -4.01  -1.09  0.206
H  0.11  -1.82  -1.13  0.258
H  -1.02  1.60  -1.77  0.410
H  -3.20  1.59  -1.86  0.246
H  -3.25  0.50  -3.27  0.242
H  -4.45  -1.21  -1.90  0.238
H  -5.37  0.32  -2.02  0.226
H  0.80  1.44  2.30  0.241
H  1.14  -0.90  3.08  0.224
H  -0.60  -2.61  2.67  0.228
H  -2.73  -1.95  1.52  0.241
H  0.93  2.34  -1.03  0.212
H  5.37  1.23  -0.49  0.211
H  5.51  2.72  0.44  0.213
H  4.86  1.28  1.21  0.207
H  3.97  2.46  -2.25  0.212
H  2.67  3.53  -1.73  0.206
H  4.33  3.90  -1.29  0.207
H  1.88  3.45  0.73  0.215
H  3.50  4.04  1.10  0.209
H  2.88  2.59  1.91  0.203
H  3.94  -0.44  0.15  0.210

LUMO energy in eV: 0.58
ΔE to the lowest compared entry with this formula, charge and spin in kJ/mol: 0.0
Electronic energy in Eh: -1586.9221
Spin multiplicity: 1

=====

Entry from the Open Molecules 2025 dataset: 2 unconnected molecules or ions with the total composition C3H6BrClO in a non-equilibrium geometry (ωB97M-V with the def2-TZVPD basis set).

Each line ends with the natural charge from an NBO analysis.
CARTESIAN COORDINATES (ANGSTROEM)
C  -1.27  -1.39  1.60  -0.822
C  1.17  0.69  -1.19  -0.095
C  -1.44  0.02  1.76  0.041
O  1.21  2.10  -1.37  -0.691
Cl  -1.43  0.95  0.34  0.018
Br  2.98  -0.05  -1.44  -0.071
H  -0.79  -1.73  2.53  0.263
H  -2.23  -1.94  1.53  0.292
H  -0.79  -1.59  0.66  0.219
H  0.49  0.17  -1.90  0.188
H  0.89  0.53  -0.21  0.185
H  1.19  2.25  -2.31  0.472

LUMO energy in eV: -0.55
ΔE to the lowest compared entry with this formula, charge and spin in kJ/mol: 292.6
Electronic energy in Eh: -3227.2078
Spin multiplicity: 1

=====

Entry from the Open Molecules 2025 dataset: a molecular structure, C39H43ClLaP2Si2 in a non-equilibrium geometry (ωB97M-V with the def2-TZVPD basis set).

Each line ends with the Mulliken charge.
CARTESIAN COORDINATES (ANGSTROEM)
C  -1.87  -1.61  3.29  -0.226
C  -2.77  -1.10  2.31  -0.892
C  -2.85  -2.04  1.25  -0.783
H  -3.33  -0.16  2.41  0.510
C  -1.98  -3.14  1.56  -0.775
C  -1.36  -2.87  2.82  -0.877
H  -0.65  -3.50  3.34  0.560
H  -1.65  -1.18  4.27  0.801
H  -3.53  -1.98  0.40  0.675
H  -1.83  -4.03  0.96  0.636
La  -0.28  -1.12  1.13  1.673
Si  -0.91  -1.10  -3.23  0.343
C  -0.62  0.47  -4.29  -0.312
C  0.62  0.68  -4.91  0.329
H  1.49  0.05  -4.65  0.506
C  0.76  1.66  -5.91  -0.740
H  1.72  1.76  -6.41  0.444
C  -0.32  2.49  -6.21  -0.630
H  -0.23  3.24  -7.00  0.403
C  -1.50  2.38  -5.47  -0.698
H  -2.32  3.08  -5.63  0.467
C  -1.64  1.39  -4.50  -0.187
H  -2.55  1.33  -3.88  0.372
C  -0.15  -2.38  -4.42  1.017
C  -0.49  -2.19  -5.77  -0.665
H  -1.21  -1.42  -6.03  0.343
C  0.11  -2.92  -6.80  -0.614
H  -0.19  -2.73  -7.84  0.407
C  1.09  -3.86  -6.50  -0.500
H  1.60  -4.41  -7.31  0.377
C  1.42  -4.11  -5.16  -0.691
H  2.21  -4.81  -4.90  0.391
C  0.73  -3.45  -4.14  -0.188
H  0.92  -3.75  -3.11  0.164
H  -2.37  -1.18  -3.49  -0.375
Si  1.59  1.80  -2.47  0.076
C  1.03  0.11  -1.84  -0.050
C  -0.37  -0.21  -1.60  -0.496
H  -1.13  0.55  -1.41  1.125
C  -0.79  -1.60  -1.45  0.461
H  -1.85  -1.80  -1.18  0.382
C  0.23  -2.61  -1.15  -1.161
H  -0.11  -3.66  -1.05  0.445
C  1.56  -2.22  -1.24  -0.468
H  2.35  -2.96  -1.04  0.498
C  1.95  -0.95  -1.68  -0.979
H  3.01  -0.74  -1.87  0.400
C  0.25  2.97  -1.98  0.395
C  -0.55  2.81  -0.83  -0.371
H  -0.20  2.17  -0.01  0.665
C  -1.80  3.44  -0.76  -0.156
H  -2.49  3.19  0.05  0.387
C  -2.16  4.38  -1.73  -0.799
H  -3.13  4.88  -1.68  0.412
C  -1.27  4.69  -2.76  -0.422
H  -1.53  5.45  -3.51  0.432
C  -0.05  4.02  -2.87  -0.626
H  0.63  4.25  -3.68  0.374
H  2.70  2.17  -1.69  -0.213
Cl  2.02  0.25  1.19  -0.508
C  3.24  -0.89  4.18  -1.296
P  1.46  -1.37  4.19  1.336
C  1.61  -2.97  5.08  -1.874
C  0.86  -0.29  5.56  -0.065
C  1.14  -0.56  6.90  -0.411
C  0.75  0.35  7.90  -0.777
C  0.10  1.53  7.57  -0.728
C  -0.21  1.81  6.23  -0.813
C  0.15  0.90  5.23  -0.007
P  -0.12  1.30  3.44  1.114
C  -1.66  2.28  3.51  -1.422
C  1.13  2.64  3.28  -1.185
H  3.62  -1.08  3.18  0.398
H  3.78  -1.48  4.93  0.429
H  3.34  0.18  4.41  0.296
H  2.57  -3.02  5.61  0.493
H  0.79  -3.12  5.79  0.446
H  1.58  -3.77  4.33  0.388
H  1.67  -1.47  7.18  0.393
H  0.98  0.12  8.93  0.395
H  -0.20  2.24  8.34  0.413
H  -0.74  2.73  5.98  0.304
H  -1.45  3.29  3.90  0.493
H  -2.08  2.34  2.50  0.086
H  -2.39  1.78  4.16  0.442
H  0.80  3.54  3.81  0.462
H  2.08  2.29  3.72  0.290
H  1.30  2.84  2.22  0.333

LUMO energy in eV: -4.48
ΔE to the lowest compared entry with this formula, charge and spin in kJ/mol: 315.7
Electronic energy in Eh: -3265.1041
Total charge: +1
Spin multiplicity: 1